Below is C28H24CdCl3N8O9 as an isolated structure, with properties calculated with ωB97M-V with the def2-TZVPD basis set.

XYZ file:
```
73
C28H24CdCl3N8O9, DFT ωB97M-V with the def2-TZVPD basis set
Cd -1.2197 0.9436 0.3691
O 0.1954 -0.5359 3.9687
C 0.2430 0.1093 2.9256
O -0.7296 0.8059 2.4658
C 1.5812 0.0863 2.1621
C 2.6438 -0.4060 2.8919
C 3.9409 -0.4474 2.3900
C 4.2133 -0.0125 1.1042
C 3.1578 0.4126 0.3469
C 1.8038 0.5398 0.8106
O 0.9483 1.0528 0.0232
N 3.4575 0.7746 -1.0386
O 4.3884 1.5347 -1.2399
O 2.7958 0.2612 -1.9216
N 5.0157 -0.9912 3.1857
O 6.1188 -1.1095 2.6589
O 4.7873 -1.3190 4.3360
H 2.4367 -0.7599 3.8916
H 5.2172 -0.0260 0.7057
Cl -4.8499 4.1509 -5.2852
C -4.3382 3.1619 -3.9409
C -3.0023 2.8329 -3.7993
C -2.6035 2.0792 -2.7123
Cl -0.9144 1.6921 -2.5496
C -3.4887 1.6177 -1.7022
O -3.1343 0.9573 -0.6640
C -4.8462 1.9621 -1.9430
Cl -6.0298 1.4069 -0.7969
C -5.2701 2.7181 -3.0184
H -2.2724 3.1567 -4.5285
H -6.3184 2.9569 -3.1307
C -1.4438 5.2326 -1.6216
N -2.6042 4.9063 -0.8138
C -3.8243 5.6278 -1.1163
C -2.5138 3.9740 0.1563
C -3.7069 3.7598 1.0537
O -1.4815 3.3220 0.3248
H -1.2506 6.3067 -1.5702
H -1.6173 4.9554 -2.6636
H -0.5841 4.6866 -1.2468
H -3.8705 5.7970 -2.1926
H -3.8605 6.5983 -0.6107
H -4.7008 5.0485 -0.8404
H -4.0578 4.7020 1.4773
H -3.4012 3.0909 1.8531
H -4.5312 3.2976 0.5092
C 0.1918 -1.7683 -1.7608
C -0.3878 -2.2108 -0.4639
N -1.0186 -1.4277 0.3795
C -1.3952 -2.2021 1.4548
C -0.9936 -3.4788 1.2515
N -0.3558 -3.4815 0.0235
C 0.2526 -4.6416 -0.5786
N 1.2759 -5.2040 0.2584
N 1.0286 -6.3460 0.9441
N 2.0208 -6.6103 1.7018
C 2.9663 -5.6169 1.5468
C 4.2117 -5.4404 2.1587
C 4.9360 -4.3324 1.7926
C 4.4432 -3.4105 0.8431
C 3.2132 -3.5574 0.2461
C 2.4887 -4.6947 0.6184
H 0.5104 -0.7323 -1.6653
H -0.5447 -1.8359 -2.5643
H 1.0687 -2.3489 -2.0457
H -1.8762 -1.7669 2.3145
H -1.0578 -4.3665 1.8565
H 0.6708 -4.3546 -1.5407
H -0.4837 -5.4292 -0.7281
H 4.5722 -6.1469 2.8937
H 5.8965 -4.1343 2.2492
H 5.0535 -2.5514 0.6020
H 2.8335 -2.8209 -0.4510
```

Orbital gap (eV): 7.892
HOMO energy (eV): -5.71
LUMO (eV): 2.184
Energy above the lowest of the compared OMol25 structures with the same formula, charge and spin (eV): 0.0000
Total charge: -1